[1]
The following is a quantum chemistry calculation of a structure of composition C6H9N2OS in a non-equilibrium geometry, from the OMol25 dataset.

```
19
Properties=species:S:1:pos:R:3:forces:R:3:lowdin_charge:R:1
C -2.141926 -1.673553 -0.094868 -1.940 0.508 -0.010 -0.01
C -1.978276 -0.344006 -0.006044 0.698 0.991 0.672 -0.26
C 0.007632 -1.263147 0.071775 2.928 -2.374 -0.218 -0.16
C 2.568451 0.234566 -0.166007 0.369 0.602 1.084 -0.83
C -2.798558 0.861031 0.050647 -3.658 0.414 0.701 -0.01
C 4.017901 0.467528 0.050518 1.823 3.039 -1.092 -0.10
N -0.620440 -0.135467 0.101269 1.032 0.490 0.112 0.13
N -0.911353 -2.247639 0.009225 2.362 -0.295 -0.575 0.11
O 1.685491 1.053743 -0.108998 0.490 -0.052 -0.423 0.02
S 2.414692 -1.496953 -0.094167 -4.658 -0.193 0.169 1.04
H -3.144130 -2.066551 -0.217050 0.597 -0.908 0.129 0.15
H -2.613132 1.556554 0.878993 0.446 -0.485 -0.070 0.10
H -2.717553 1.409451 -0.845436 0.481 0.800 -1.182 0.07
H -3.946277 0.720432 0.098836 1.874 -0.457 0.069 0.13
H 4.617229 -0.392860 0.028475 0.517 -1.820 0.663 0.04
H 4.201520 1.077222 0.967662 -0.354 -0.694 -0.523 0.13
H 4.623571 1.008688 -0.757593 -1.598 -0.084 0.629 0.14
H -0.002455 0.668505 0.181618 -0.467 0.746 -0.196 0.13
H -0.541360 -3.175116 -0.155024 -0.942 -0.228 0.061 0.17
```
Forces are in eV/Å.

Results
**M**: 157.22 g mol⁻¹
**Gap between HOMO and LUMO**: 7.792 eV
**ΔE to the lowest compared entry with this formula, charge and spin**: 19.1 kcal/mol
**Total charge**: +1
**Lowest unoccupied orbital energy**: -5.9 eV
**Calculated total energy**: -22222.055 eV

[2]
The following is a quantum chemistry calculation of the molecule C5H10N2 in a non-equilibrium geometry, from the OMol25 dataset.

```
17
Properties=species:S:1:pos:R:3:forces:R:3:lowdin_charge:R:1
C -1.526723 -0.305204 0.529633 -1.817 -1.121 -0.066 -0.35
C -0.318289 0.332829 1.159867 0.800 1.263 2.361 -0.18
C 0.775091 0.325896 0.140196 1.758 -4.289 0.162 -0.57
C 0.872506 1.309426 -1.007596 -1.248 -0.302 0.169 -0.04
C 1.093716 -1.195201 -0.148987 0.746 1.133 0.978 -0.15
N 2.003055 -0.283328 0.548549 -0.893 0.950 -1.844 0.17
N -1.556761 -0.076329 -0.881218 0.007 -0.302 0.883 0.07
H -1.478586 -1.397677 0.851290 -0.399 0.998 -0.591 0.12
H -2.482234 0.129179 1.087723 1.577 -0.568 -1.090 0.17
H 0.009200 -0.228004 2.092826 -0.425 0.300 -1.115 0.14
H -0.362127 1.371700 1.544167 -0.580 -0.249 -0.334 0.12
H 1.528049 2.097765 -0.657564 -0.060 0.458 -0.399 0.08
H 1.252455 0.778142 -1.893269 0.195 0.351 0.377 0.08
H 0.913868 -2.079074 0.506224 -1.175 0.829 -0.486 0.12
H 1.323128 -1.444594 -1.191025 0.532 -0.267 0.232 0.10
H -0.188521 1.546962 -1.236538 1.065 0.729 0.045 0.07
H -1.857830 -0.882484 -1.444280 -0.083 0.087 0.719 0.04
```
Forces are in eV/Å.

Results
**M**: 98.15 g mol⁻¹
**Gap between HOMO and LUMO**: 4.701 eV
**ΔE to the lowest compared entry with this formula, charge and spin**: 179.7 kcal/mol
**Total charge**: 0
**Lowest unoccupied orbital energy**: -2.8 eV
**Calculated total energy**: -8319.541 eV

[3]
The following is a quantum chemistry calculation of the molecule C2H5NOS in a non-equilibrium geometry, from the OMol25 dataset.

```
10
Properties=species:S:1:pos:R:3:forces:R:3:lowdin_charge:R:1
N 1.027059 0.071979 1.149849 0.186 -5.378 -2.408 0.07
C 0.348386 -0.624479 0.036031 1.505 2.840 3.248 -0.86
S 0.682835 -2.084680 -0.429000 1.221 -2.702 -0.187 0.74
C -0.769120 -0.006578 -0.734251 -0.440 -0.041 -0.221 -0.37
O -0.995175 1.372595 -0.634453 -0.469 -0.163 4.051 -0.06
H 0.955215 1.010658 1.216383 -0.434 3.639 -0.057 0.02
H 1.998900 -0.277370 1.370450 -1.868 0.301 -0.479 0.11
H -0.462191 -0.215414 -1.715633 0.311 0.137 -1.616 0.08
H -1.648919 -0.670521 -0.652066 -0.042 0.590 0.534 0.12
H -1.136991 1.423809 0.392690 0.030 0.777 -2.865 0.14
```
Forces are in eV/Å.

Results
**M**: 91.13 g mol⁻¹
**Gap between HOMO and LUMO**: 9.226 eV
**ΔE to the lowest compared entry with this formula, charge and spin**: 40.2 kcal/mol
**Total charge**: 0
**SMILES**: NC(=S)CO
**Lowest unoccupied orbital energy**: 0.4 eV
**Calculated total energy**: -16526.639 eV

[4]
The following is a quantum chemistry calculation of a cluster of 2 separate species, CH6N4O2S in total in a non-equilibrium geometry, from the OMol25 dataset.

```
14
Properties=species:S:1:pos:R:3:forces:R:3:lowdin_charge:R:1
C 0.680017 -0.289879 -0.669619 -4.096 -2.247 1.702 -0.28
N 0.102860 -0.813528 1.994680 0.527 -0.170 -1.276 -0.04
N 0.127932 -1.435636 0.945224 0.924 2.558 -0.073 0.02
N 0.528617 -1.330156 -1.548762 1.116 1.919 -0.679 0.03
N -0.400340 1.698044 0.755532 -0.447 -1.301 -0.674 -0.06
O -1.941936 0.299471 -0.617693 0.395 -0.505 -0.229 -0.30
O -0.392421 1.869107 -1.728284 -0.008 0.271 -0.008 -0.30
S -0.664285 0.941180 -0.674055 0.626 0.119 0.819 0.56
H 1.577436 0.179777 -0.412933 1.558 0.211 0.263 0.08
H -0.029586 -1.442402 2.777126 -0.462 -0.675 0.662 0.05
H -0.402875 -1.451445 -1.875648 -0.513 -0.574 -0.088 0.08
H 1.103911 -2.121503 -1.361782 -0.013 -0.570 -0.096 0.08
H -0.190189 2.632826 0.824488 0.466 2.560 -0.916 0.04
H -0.099141 1.264144 1.591725 -0.073 -1.594 0.591 0.02
```
Forces are in eV/Å.

Results
**M**: 138.15 g mol⁻¹
**Gap between HOMO and LUMO (spin up / spin down)**: 8.823 / 8.822 eV
**ΔE to the lowest compared entry with this formula, charge and spin**: 52.7 kcal/mol
**Total charge**: 0
**Lowest unoccupied orbital energy (spin up / spin down)**: 0.7 / 0.7 eV
**Calculated total energy**: -22021.183 eV

[5]
The following is a quantum chemistry calculation of a cluster of 2 separate species, C2H9N5 in total in a non-equilibrium geometry, from the OMol25 dataset.

```
16
Properties=species:S:1:pos:R:3:forces:R:3:lowdin_charge:R:1
C -1.984884 -0.047262 0.898761 -0.213 1.423 0.151 -0.11
C 2.524805 -0.438530 -0.323998 0.181 1.366 -0.050 -0.01
N -1.530918 0.980490 1.223880 -0.535 -1.875 -0.432 0.04
N 1.170957 -0.541661 -0.849271 0.502 -0.393 0.233 0.05
N -2.567804 -1.019297 0.341379 -1.487 -4.571 -3.127 0.16
N -1.241223 1.911058 2.051905 3.260 2.778 -0.068 0.10
N 0.970060 -0.408173 -2.046922 3.766 0.665 -1.249 0.21
H 2.807548 -1.446766 -0.057445 0.139 -0.707 -0.315 0.12
H 3.305528 0.101597 -0.932576 -0.976 -0.711 0.230 0.13
H 2.458806 0.002471 0.675305 -0.173 0.258 -0.198 0.11
H -3.265762 -1.043725 -0.522194 1.775 1.037 2.430 0.22
H -2.246719 -2.046493 0.478514 -0.587 2.416 0.410 0.19
H -2.013123 2.456051 2.492823 0.972 -0.554 -0.478 0.17
H -0.255132 2.360498 1.757780 -3.465 -0.606 1.336 0.21
H 0.085864 -0.660682 -2.418472 -1.342 0.007 -0.451 0.15
H 1.781998 -0.159576 -2.769468 -1.818 -0.532 1.578 0.25
```
Forces are in eV/Å.

Results
**M**: 103.13 g mol⁻¹
**Gap between HOMO and LUMO**: 8.278 eV
**ΔE to the lowest compared entry with this formula, charge and spin**: 108.7 kcal/mol
**Total charge**: +2
**Lowest unoccupied orbital energy**: -9.5 eV
**Calculated total energy**: -9648.834 eV

[6]
The following is a quantum chemistry calculation of a cluster of 2 separate species, C4H14N2OS in total in a non-equilibrium geometry, from the OMol25 dataset.

```
22
Properties=species:S:1:pos:R:3:forces:R:3:lowdin_charge:R:1
N -2.038309 0.994194 -0.924714 0.163 -0.085 -0.092 -0.01
C -1.088470 0.741307 -2.023172 -0.973 0.867 0.718 -0.26
C 0.265923 0.409576 -1.387650 0.130 0.480 -0.123 -0.23
N 0.167332 -0.543408 -0.293483 -0.925 -0.415 -0.782 -0.10
C 0.873136 -0.321042 0.932031 -0.195 0.496 -0.147 -0.31
C 2.404427 -0.270729 0.819841 1.100 0.235 1.166 -0.51
S 3.322554 -1.416732 2.010968 -1.257 0.223 -0.751 0.65
H -2.942921 1.387197 -1.168027 0.331 -0.272 -0.227 0.08
H -2.159935 0.169342 -0.365597 -0.184 -0.077 -0.774 0.01
H -1.399676 0.016601 -2.783786 -0.069 -0.243 0.216 0.10
H -1.080549 1.723626 -2.504456 0.650 -0.239 -0.409 0.11
H 0.625822 1.357842 -0.972254 0.171 -0.206 -0.019 0.12
H 0.953364 0.084054 -2.185023 0.034 0.116 0.239 0.11
H 0.141449 -1.496531 -0.620626 0.236 -0.088 0.152 0.12
H 0.504675 -1.042043 1.669878 0.310 -0.068 -0.122 0.09
H 0.526164 0.656248 1.297613 0.156 -0.136 0.050 0.12
H 2.806394 -0.387756 -0.188781 -0.367 -0.334 0.077 0.06
H 2.732463 0.717783 1.155862 0.025 -0.091 -0.163 0.05
H 2.202416 -2.155734 2.207998 0.592 -0.015 0.095 -0.16
O -2.636694 -0.264861 1.824565 -0.646 -0.230 0.008 -0.05
H -2.195199 -0.145968 0.976320 0.410 0.008 0.992 -0.03
H -1.984362 -0.212973 2.522486 0.310 0.072 -0.101 0.03
```
Forces are in eV/Å.

Results
**M**: 138.24 g mol⁻¹
**Gap between HOMO and LUMO**: 9.870 eV
**ΔE to the lowest compared entry with this formula, charge and spin**: 25.4 kcal/mol
**Total charge**: 0
**SMILES**: NCCNCCS.O
**Lowest unoccupied orbital energy**: 0.8 eV
**Calculated total energy**: -20236.928 eV